[1]
C4H10N4 | ωB97M-V/def2-TZVPD

Each line ends with the Löwdin charge.
Geometry (Å):
1 C 1.06993 -2.81070 0.27101  -0.031
2 C 0.08488 -1.98434 0.10582  -0.229
3 N -0.83638 -1.27463 -0.04210  0.179
4 C -0.64467 0.13112 -0.29708  -0.711
5 N -0.93846 0.36565 -1.65694  0.095
6 N -1.59791 0.79142 0.50694  0.099
7 N 0.67586 0.60383 -0.04491  -0.054
8 C 0.96241 1.76901 0.77877  -0.114
9 H 2.10025 -2.49090 0.17571  0.045
10 H 0.87619 -3.84904 0.51916  0.047
11 H -1.73191 0.90250 -1.97657  0.076
12 H -0.50153 -0.20873 -2.36523  0.088
13 H -2.29368 1.43509 0.15907  0.088
14 H -1.82876 0.34510 1.38602  0.097
15 H 1.44921 0.10649 -0.46069  0.111
16 H 2.04794 1.89097 0.83213  0.078
17 H 0.52867 2.66000 0.31871  0.070
18 H 0.57795 1.61718 1.79020  0.067

Force components x, y, z for each atom (eV/Å):
C 1.2356 -1.3618 0.2550
C 1.2057 -2.2101 0.5111
N -0.4398 0.7645 -0.3005
C -1.7135 1.6860 -0.6368
N -0.6417 0.6237 -2.2167
N -0.6997 1.1490 1.2912
N 1.2565 -0.5190 1.2589
C -0.1290 -0.6551 -0.4101
H -0.1733 0.0706 -0.1553
H -0.0137 0.2104 0.1188
H 0.0909 -0.4182 0.3912
H -0.1200 0.1589 0.3920
H 0.4227 -0.3265 -0.2070
H 0.0629 0.1328 -0.5176
H -0.2543 0.1999 0.0083
H -0.1617 -0.0227 -0.0418
H 0.0259 0.1767 0.2933
H 0.0467 0.3408 -0.0341

Output
- HOMO: -0.2782 Ha
- E_LUMO: 0.02583 Ha
- Relative energy (zero: lowest compared OMol25 entry of this formula, charge and spin): 3.7696 eV
- Structure (SMILES): C=C=NC(N)(N)NC
- Energy: -10267.0813 eV
- Frontier orbital gap: 8.3 eV

***

[2]
C8H8N2 | ωB97M-V/def2-TZVPD

Each line ends with the Löwdin charge.
Geometry (Å):
1 C -3.01493 -0.70386 -0.18202  -0.178
2 N -3.16287 0.59003 0.04560  0.061
3 C -2.12308 1.37506 0.19943  -0.062
4 C -0.86531 0.74376 0.01859  -0.028
5 C -0.84722 -0.56758 0.01080  -0.188
6 N -1.83002 -1.41569 -0.14730  0.146
7 C 0.45623 0.10893 0.02096  -0.331
8 C 1.45831 -0.11859 -1.12107  -0.048
9 C 2.46754 -0.64979 0.11708  -0.078
10 C 1.54302 0.27195 1.06287  -0.085
11 H -3.92755 -1.35174 -0.23539  0.119
12 H -2.18143 2.43368 0.22806  0.095
13 H 1.88153 0.84668 -1.50289  0.116
14 H 1.11720 -0.78709 -1.91770  0.102
15 H 2.40889 -1.70363 0.42166  0.097
16 H 3.49300 -0.27636 0.03408  0.082
17 H 1.29002 -0.05337 2.01581  0.091
18 H 1.83668 1.25760 0.93143  0.090

Force components x, y, z for each atom (eV/Å):
C 0.5525 -1.7398 0.9680
N -1.5746 -0.1908 -0.0214
C 3.2027 -0.9305 -1.6581
C -2.3424 2.9831 0.7001
C 0.0270 -1.2706 -0.1943
N -1.5898 -0.1250 0.0511
C 1.0435 -0.0456 -0.5461
C 1.3049 -0.1143 1.5839
C -1.3149 1.7711 -0.4354
C 0.0706 -2.8372 -2.8117
H 0.8623 0.8961 -0.2876
H -0.7090 0.8015 0.4942
H -0.3855 -0.9029 0.1756
H 0.3400 0.1419 0.1647
H -0.0560 0.3465 -0.5382
H -0.1590 -0.4275 -0.0358
H -0.0655 -0.2940 1.9054
H 0.7931 1.9379 0.4857

Output
- HOMO: -0.3406 Ha
- E_LUMO: 0.01882 Ha
- Relative energy (zero: lowest compared OMol25 entry of this formula, charge and spin): 5.4093 eV
- Structure (SMILES): c1ncc2c(n1)C21CCC1
- Energy: -11401.2140 eV
- Frontier orbital gap: 9.8 eV

***

What did the first record say?
C4H10N4 | ωB97M-V/def2-TZVPD

Each line ends with the Löwdin charge.
Geometry (Å):
1 C 1.06993 -2.81070 0.27101  -0.031
2 C 0.08488 -1.98434 0.10582  -0.229
3 N -0.83638 -1.27463 -0.04210  0.179
4 C -0.64467 0.13112 -0.29708  -0.711
5 N -0.93846 0.36565 -1.65694  0.095
6 N -1.59791 0.79142 0.50694  0.099
7 N 0.67586 0.60383 -0.04491  -0.054
8 C 0.96241 1.76901 0.77877  -0.114
9 H 2.10025 -2.49090 0.17571  0.045
10 H 0.87619 -3.84904 0.51916  0.047
11 H -1.73191 0.90250 -1.97657  0.076
12 H -0.50153 -0.20873 -2.36523  0.088
13 H -2.29368 1.43509 0.15907  0.088
14 H -1.82876 0.34510 1.38602  0.097
15 H 1.44921 0.10649 -0.46069  0.111
16 H 2.04794 1.89097 0.83213  0.078
17 H 0.52867 2.66000 0.31871  0.070
18 H 0.57795 1.61718 1.79020  0.067

Force components x, y, z for each atom (eV/Å):
C 1.2356 -1.3618 0.2550
C 1.2057 -2.2101 0.5111
N -0.4398 0.7645 -0.3005
C -1.7135 1.6860 -0.6368
N -0.6417 0.6237 -2.2167
N -0.6997 1.1490 1.2912
N 1.2565 -0.5190 1.2589
C -0.1290 -0.6551 -0.4101
H -0.1733 0.0706 -0.1553
H -0.0137 0.2104 0.1188
H 0.0909 -0.4182 0.3912
H -0.1200 0.1589 0.3920
H 0.4227 -0.3265 -0.2070
H 0.0629 0.1328 -0.5176
H -0.2543 0.1999 0.0083
H -0.1617 -0.0227 -0.0418
H 0.0259 0.1767 0.2933
H 0.0467 0.3408 -0.0341

Output
- HOMO: -0.2782 Ha
- E_LUMO: 0.02583 Ha
- Relative energy (zero: lowest compared OMol25 entry of this formula, charge and spin): 3.7696 eV
- Structure (SMILES): C=C=NC(N)(N)NC
- Energy: -10267.0813 eV
- Frontier orbital gap: 8.3 eV

***

Q: The highest frontier orbital gap belongs to which entry?
A: C8H8N2

***

Please write out number 2 again, unchanged.
C8H8N2 | ωB97M-V/def2-TZVPD

Each line ends with the Löwdin charge.
Geometry (Å):
1 C -3.01493 -0.70386 -0.18202  -0.178
2 N -3.16287 0.59003 0.04560  0.061
3 C -2.12308 1.37506 0.19943  -0.062
4 C -0.86531 0.74376 0.01859  -0.028
5 C -0.84722 -0.56758 0.01080  -0.188
6 N -1.83002 -1.41569 -0.14730  0.146
7 C 0.45623 0.10893 0.02096  -0.331
8 C 1.45831 -0.11859 -1.12107  -0.048
9 C 2.46754 -0.64979 0.11708  -0.078
10 C 1.54302 0.27195 1.06287  -0.085
11 H -3.92755 -1.35174 -0.23539  0.119
12 H -2.18143 2.43368 0.22806  0.095
13 H 1.88153 0.84668 -1.50289  0.116
14 H 1.11720 -0.78709 -1.91770  0.102
15 H 2.40889 -1.70363 0.42166  0.097
16 H 3.49300 -0.27636 0.03408  0.082
17 H 1.29002 -0.05337 2.01581  0.091
18 H 1.83668 1.25760 0.93143  0.090

Force components x, y, z for each atom (eV/Å):
C 0.5525 -1.7398 0.9680
N -1.5746 -0.1908 -0.0214
C 3.2027 -0.9305 -1.6581
C -2.3424 2.9831 0.7001
C 0.0270 -1.2706 -0.1943
N -1.5898 -0.1250 0.0511
C 1.0435 -0.0456 -0.5461
C 1.3049 -0.1143 1.5839
C -1.3149 1.7711 -0.4354
C 0.0706 -2.8372 -2.8117
H 0.8623 0.8961 -0.2876
H -0.7090 0.8015 0.4942
H -0.3855 -0.9029 0.1756
H 0.3400 0.1419 0.1647
H -0.0560 0.3465 -0.5382
H -0.1590 -0.4275 -0.0358
H -0.0655 -0.2940 1.9054
H 0.7931 1.9379 0.4857

Output
- HOMO: -0.3406 Ha
- E_LUMO: 0.01882 Ha
- Relative energy (zero: lowest compared OMol25 entry of this formula, charge and spin): 5.4093 eV
- Structure (SMILES): c1ncc2c(n1)C21CCC1
- Energy: -11401.2140 eV
- Frontier orbital gap: 9.8 eV

***

Copy entry 1 word for word.
C4H10N4 | ωB97M-V/def2-TZVPD

Each line ends with the Löwdin charge.
Geometry (Å):
1 C 1.06993 -2.81070 0.27101  -0.031
2 C 0.08488 -1.98434 0.10582  -0.229
3 N -0.83638 -1.27463 -0.04210  0.179
4 C -0.64467 0.13112 -0.29708  -0.711
5 N -0.93846 0.36565 -1.65694  0.095
6 N -1.59791 0.79142 0.50694  0.099
7 N 0.67586 0.60383 -0.04491  -0.054
8 C 0.96241 1.76901 0.77877  -0.114
9 H 2.10025 -2.49090 0.17571  0.045
10 H 0.87619 -3.84904 0.51916  0.047
11 H -1.73191 0.90250 -1.97657  0.076
12 H -0.50153 -0.20873 -2.36523  0.088
13 H -2.29368 1.43509 0.15907  0.088
14 H -1.82876 0.34510 1.38602  0.097
15 H 1.44921 0.10649 -0.46069  0.111
16 H 2.04794 1.89097 0.83213  0.078
17 H 0.52867 2.66000 0.31871  0.070
18 H 0.57795 1.61718 1.79020  0.067

Force components x, y, z for each atom (eV/Å):
C 1.2356 -1.3618 0.2550
C 1.2057 -2.2101 0.5111
N -0.4398 0.7645 -0.3005
C -1.7135 1.6860 -0.6368
N -0.6417 0.6237 -2.2167
N -0.6997 1.1490 1.2912
N 1.2565 -0.5190 1.2589
C -0.1290 -0.6551 -0.4101
H -0.1733 0.0706 -0.1553
H -0.0137 0.2104 0.1188
H 0.0909 -0.4182 0.3912
H -0.1200 0.1589 0.3920
H 0.4227 -0.3265 -0.2070
H 0.0629 0.1328 -0.5176
H -0.2543 0.1999 0.0083
H -0.1617 -0.0227 -0.0418
H 0.0259 0.1767 0.2933
H 0.0467 0.3408 -0.0341

Output
- HOMO: -0.2782 Ha
- E_LUMO: 0.02583 Ha
- Relative energy (zero: lowest compared OMol25 entry of this formula, charge and spin): 3.7696 eV
- Structure (SMILES): C=C=NC(N)(N)NC
- Energy: -10267.0813 eV
- Frontier orbital gap: 8.3 eV